C32H19BrCl4F5N4NdO4S3 as an isolated structure. Source: the OMol25 dataset; level of theory: ωB97M-V/def2-TZVPD.

Structure (XYZ):
```
73
C32H19BrCl4F5N4NdO4S3 | the OMol25 dataset | ωB97M-V/def2-TZVPD
Nd 0.4746 1.0811 -0.0063
O -5.1988 0.7578 2.0172
C -4.6112 1.9740 1.7913
C -5.3579 3.1005 2.1176
C -4.8465 4.3673 1.8958
C -3.5754 4.5185 1.3595
C -2.8228 3.3940 1.0608
C -3.3288 2.1126 1.2598
C -2.4415 0.9190 0.9184
O -1.1734 1.0406 1.3454
N -2.5196 0.7382 -0.5723
N -2.1444 -0.4790 -0.9770
C -1.7513 -0.7350 -2.1640
C -1.4488 -2.0956 -2.6021
Br -0.1290 -2.0759 -3.9873
C -1.9528 -3.3100 -2.3236
C -3.0728 -3.7433 -1.4703
C -3.9419 -4.6901 -2.0279
C -5.0559 -5.1419 -1.3427
C -5.3259 -4.6675 -0.0667
C -4.4445 -3.7739 0.5211
C -3.3172 -3.3319 -0.1578
H -4.5649 0.0692 1.7939
H -6.3439 2.9558 2.5436
H -5.4441 5.2335 2.1546
H -3.1611 5.5023 1.1781
H -1.8096 3.4969 0.6885
H -2.8953 -0.0272 1.2764
H -2.2432 1.5517 -1.1251
H -1.6078 0.0495 -2.9059
H -1.5557 -4.1140 -2.9326
H -3.7505 -5.0567 -3.0305
H -5.7097 -5.8713 -1.8064
H -6.2010 -5.0100 0.4720
H -4.6305 -3.4233 1.5299
H -2.5978 -2.6932 0.3210
Cl 0.0592 4.2435 -6.2750
C 0.0440 3.9480 -4.5677
C -0.1661 4.9905 -3.6844
Cl -0.4268 6.5989 -4.2725
C -0.1698 4.7362 -2.3069
Cl -0.4711 6.0131 -1.1741
C 0.0606 3.4612 -1.7917
O 0.0423 3.1850 -0.5182
C 0.2944 2.3769 -2.7103
O 0.4916 1.1842 -2.2028
C 0.2587 2.6512 -4.0748
Cl 0.4669 1.3253 -5.1747
F 2.6587 1.6239 0.0719
C 2.2371 2.1714 1.3696
F 1.7558 0.9441 1.9651
C 3.5543 2.4199 2.0689
F 4.2819 3.3209 1.3810
F 3.3389 2.9226 3.2999
F 4.3438 1.3305 2.2344
S 4.1019 -3.8843 4.2365
C 3.4715 -3.1687 2.8775
S 1.7660 -3.0389 2.5610
C 2.0892 -2.1191 1.0610
N 3.3514 -1.9435 0.8855
N 4.1208 -2.5393 1.8607
C 5.5237 -2.3858 1.6962
C 6.4282 -3.3936 2.0133
C 7.7856 -3.1758 1.8329
C 8.2508 -1.9731 1.3236
C 7.3403 -0.9879 0.9694
C 5.9830 -1.1913 1.1480
S 0.8124 -1.6832 0.0276
H 6.0784 -4.3373 2.3958
H 8.4844 -3.9605 2.0967
H 9.3141 -1.8072 1.1989
H 7.6822 -0.0464 0.5582
H 5.2629 -0.4345 0.8735
```

Values from the calculation:
Total energy in Eh: -8421.07356
Lowest unoccupied orbital energy (spin up / spin down) in eV: 3.945 / 3.945
Expectation value of S²: 3.7528
Net charge: -2
Largest force on an atom in eV Å⁻¹: 2.1
2S+1: 4

A 3-piece molecular cluster, C4H13NO2 overall. Source: the OMol25 dataset; level of theory: ωB97M-V/def2-TZVPD.

Structure (XYZ):
```
20
C4H13NO2 | the OMol25 dataset | ωB97M-V/def2-TZVPD
C 0.3378 2.2689 1.0540
N -0.2107 -0.5289 -0.3151
C -0.6712 0.7364 -0.7026
C -0.3411 1.9428 -0.2616
C -1.3851 0.7127 -2.0984
H 1.3176 2.7017 0.8163
H -0.1894 3.1054 1.5181
H 0.5119 1.4719 1.7763
H -0.3982 -0.7364 0.6593
H -0.6692 -1.2491 -0.8508
H -0.5503 2.8909 -0.7280
H -1.0982 1.6209 -2.6345
H -2.4617 0.8341 -1.9916
H -1.0004 -0.1154 -2.6794
H -3.3827 -3.0859 -1.2462
H -4.0414 -4.4461 -1.1986
O -3.3578 -3.9562 -1.6608
H 5.3123 -0.9869 3.6720
H 5.1116 0.4399 4.0729
O 5.2698 -0.1076 3.2846
```

Values from the calculation:
Total energy in Eh: -365.39393
Lowest unoccupied orbital energy in eV: 0.638
Largest force on an atom in eV Å⁻¹: 3.5
SMILES: C/C=C(/C)N.O.O

A 2-piece molecular cluster, C2H5NO3 overall. Source: the OMol25 dataset; level of theory: ωB97M-V/def2-TZVPD.

Structure (XYZ):
```
11
C2H5NO3 | the OMol25 dataset | ωB97M-V/def2-TZVPD
C 0.3376 1.4652 0.4800
C 1.3982 0.9297 -0.2075
N -1.1389 -2.1985 -1.5904
O -1.4026 -2.4415 -0.1565
O -2.0513 -1.1372 -2.0063
O 2.3630 1.4764 -0.8188
H -0.1135 2.4912 0.6999
H -1.8295 -0.4196 -1.4772
H -0.3082 0.6769 0.8501
H 1.2077 -0.1478 -0.1710
H -1.1438 -1.5175 0.2435
```

Values from the calculation:
Total energy in Eh: -359.42380
Lowest unoccupied orbital energy in eV: 7.271
Net charge: -2
Largest force on an atom in eV Å⁻¹: 3.0

C33H31AlClN5O6P2Se2 as an isolated structure. Source: the OMol25 dataset; level of theory: ωB97M-V/def2-TZVPD.

Structure (XYZ):
```
81
C33H31AlClN5O6P2Se2 | the OMol25 dataset | ωB97M-V/def2-TZVPD
Al 0.9138 2.7017 1.3677
O 3.5534 4.2054 3.5529
Cl 2.2079 4.3294 3.1540
O 1.4276 5.0944 4.0807
O 1.5779 2.9470 3.0828
O 2.0648 4.8558 1.8208
Se -3.5276 -1.2909 -0.6195
P -2.1159 -1.9953 0.7625
C -2.8174 -2.3558 2.4044
C -3.5648 -1.3513 3.0258
C -4.1477 -1.5882 4.2596
C -4.0044 -2.8277 4.8719
C -3.2941 -3.8366 4.2408
C -2.7024 -3.6063 3.0047
C -1.2541 -3.5177 0.3038
C -0.1368 -3.9497 1.0169
C 0.5017 -5.1234 0.6477
C 0.0201 -5.8718 -0.4200
C -1.1146 -5.4623 -1.1054
C -1.7534 -4.2853 -0.7441
C -0.8692 -0.7128 1.1003
C 0.4722 -0.4224 0.7811
N 0.7062 0.7927 1.3102
N -0.4365 1.2382 1.8795
N -1.3794 0.3623 1.7426
P 1.2528 -2.2827 -1.9687
Se 1.9746 -1.2055 -0.0765
C 0.1945 -1.0950 -2.8737
C -0.7648 -1.6988 -3.6870
C -1.5821 -0.9312 -4.5035
C -1.4413 0.4484 -4.5171
C -0.5033 1.0561 -3.6913
C 0.2992 0.2904 -2.8593
C 2.8821 -2.0661 -2.8186
C 3.5549 -0.8484 -2.9506
C 4.8289 -0.8082 -3.4980
C 5.4471 -1.9813 -3.9190
C 4.7748 -3.1890 -3.8231
C 3.4968 -3.2303 -3.2771
H -3.6802 -0.3992 2.5264
H -4.7211 -0.8071 4.7446
H -4.4556 -3.0116 5.8397
H -3.1983 -4.8088 4.7090
H -2.1592 -4.4012 2.5107
H 0.2237 -3.3753 1.8637
H 1.3725 -5.4553 1.2003
H 0.5313 -6.7821 -0.7097
H -1.4994 -6.0537 -1.9274
H -2.6493 -3.9501 -1.2556
H -0.8659 -2.7792 -3.6742
H -2.3332 -1.4100 -5.1198
H -2.0638 1.0532 -5.1653
H -0.3794 2.1328 -3.7065
H 1.0004 0.7818 -2.2018
H 3.0951 0.0771 -2.6270
H 5.3430 0.1417 -3.5833
H 6.4535 -1.9513 -4.3200
H 5.2483 -4.1031 -4.1619
H 2.9705 -4.1750 -3.1930
C -2.6121 6.6796 2.7090
C -2.0618 5.5629 1.8894
C -2.4860 5.0130 0.6986
C -1.5666 4.0023 0.3906
N -0.6351 3.9468 1.3428
N -0.9589 4.8927 2.2489
C -1.5581 3.0678 -0.7727
H -3.6053 6.9449 2.3563
H -1.9717 7.5599 2.6375
H -2.6791 6.3986 3.7606
H -3.3454 5.3037 0.1159
H -0.3668 5.0658 3.0492
H -2.4036 2.3790 -0.7238
H -0.6408 2.4809 -0.8053
H -1.6358 3.6293 -1.7038
C 4.3065 1.9751 0.3287
O 2.9821 2.4047 0.6875
C 2.0400 2.7903 -0.2948
O 2.3361 2.7751 -1.4520
H 4.3202 0.8920 0.2277
H 4.9785 2.2937 1.1202
H 4.5891 2.4304 -0.6175
```

Values from the calculation:
Total energy in Eh: -8189.40917
Lowest unoccupied orbital energy in eV: 0.414
Largest force on an atom in eV Å⁻¹: 0.9

C3H12AlO11P2 as an isolated structure. Source: the OMol25 dataset; level of theory: ωB97M-V/def2-TZVPD.

Structure (XYZ):
```
29
C3H12AlO11P2 | the OMol25 dataset | ωB97M-V/def2-TZVPD
Al -1.5190 0.6942 0.1551
P 1.7969 2.1298 1.0210
O 0.8614 1.1963 1.7702
O 0.9599 2.2262 -0.2808
O 3.2514 1.5725 0.9596
O 1.6508 3.5017 1.6244
P -2.6742 3.8324 1.3725
O -1.2999 3.2913 1.2324
O -2.6786 4.3968 2.8368
O -3.6149 2.7056 0.7935
O -2.5148 5.1411 0.5427
C -0.6410 -2.7825 -1.5068
O -1.6482 -2.1381 -0.7966
H -0.8555 -3.8511 -1.5154
H -0.7772 -2.4673 -2.5413
H 0.3356 -2.6008 -1.0581
H -2.4676 -2.6378 -0.7752
C 0.1463 -2.6598 1.9794
O 0.2497 -1.4253 1.2735
H 1.0578 -3.2312 2.1547
H -0.2293 -2.6500 3.0026
H -0.6203 -3.1679 1.3945
H 1.0966 -1.0781 1.5631
C 1.8589 -0.2146 -2.7947
O 0.8342 0.0560 -1.8431
H 2.8171 -0.0556 -2.3000
H 1.9413 -1.1768 -3.3001
H 1.6887 0.5135 -3.5879
H 0.9939 0.8792 -1.3758
```

Values from the calculation:
Total energy in Eh: -1874.06452
Lowest unoccupied orbital energy in eV: 6.247
Net charge: -3
Largest force on an atom in eV Å⁻¹: 4.8

One molecule with the formula C4H3NO3. Source: the OMol25 dataset; level of theory: ωB97M-V/def2-TZVPD.

Structure (XYZ):
```
11
C4H3NO3 | the OMol25 dataset | ωB97M-V/def2-TZVPD
C 1.0655 0.6105 -0.7696
C 0.4431 -0.1446 0.2399
C -1.6155 -0.2848 1.0870
C -0.1954 -1.4620 -0.0063
H 1.5993 2.2124 -1.3251
H 1.8191 0.3989 -1.6044
H 0.0858 -2.3199 -0.6848
N -1.3866 -1.4707 0.6210
O 1.2254 1.9809 -0.3227
O -0.3902 0.5763 0.9979
O -2.6506 -0.0969 1.7673
```

Values from the calculation:
Total energy in Eh: -434.57401
Lowest unoccupied orbital energy in eV: -1.341
Largest force on an atom in eV Å⁻¹: 7.1
SMILES: O=C1N=C/C(=C/O)O1

C74H57FGeIrN3OP3Si as an isolated structure. Source: the OMol25 dataset; level of theory: ωB97M-V/def2-TZVPD.

Structure (XYZ):
```
142
C74H57FGeIrN3OP3Si | the OMol25 dataset | ωB97M-V/def2-TZVPD
Ir 0.1583 0.3939 0.4991
F 2.6812 -3.5659 3.8587
Ge 1.8911 -2.3422 2.8503
C 1.5326 -1.0564 4.2808
C 1.9963 -1.5100 5.5226
C 1.6120 -0.9075 6.7090
C 0.7018 0.1331 6.6845
C 0.2509 0.6069 5.4674
C 0.6965 0.0644 4.2552
P 0.0486 0.9609 2.7989
C -1.7015 1.0385 3.3075
C -2.3525 -0.1480 3.6239
C -3.6576 -0.1219 4.0891
C -4.3242 1.0874 4.2243
C -3.6783 2.2744 3.9062
C -2.3665 2.2526 3.4565
C 0.6422 2.6944 2.9357
C 0.6364 3.5129 1.8035
C 0.9549 4.8587 1.8830
C 1.3097 5.4152 3.1004
C 1.3805 4.6050 4.2219
C 1.0589 3.2594 4.1418
C 3.3766 -2.1814 1.5889
C 4.3639 -3.1602 1.7574
C 5.6316 -2.9980 1.2255
C 5.9618 -1.8190 0.5766
C 4.9869 -0.8612 0.3704
C 3.6729 -1.0696 0.8035
P 2.4987 0.2198 0.2965
C 3.2800 1.6362 1.1499
C 3.7595 2.7723 0.5055
C 4.4584 3.7347 1.2208
C 4.6940 3.5687 2.5755
C 4.2309 2.4306 3.2225
C 3.5259 1.4760 2.5148
C 2.8688 0.5578 -1.4584
C 2.2374 1.6814 -2.0000
C 2.3306 1.9540 -3.3524
C 2.9938 1.0606 -4.1832
C 3.8339 0.1174 -3.6224
C 3.7072 -0.1968 -2.2724
C 0.3784 -3.4404 2.3218
C 0.3121 -4.6761 2.9840
C -0.5324 -5.6809 2.5548
C -1.2984 -5.4898 1.4132
C -1.2589 -4.2721 0.7695
C -0.4642 -3.2143 1.2445
P -0.7029 -1.6944 0.2420
C -2.5237 -1.4254 0.4542
C -3.2745 -2.2074 1.3414
C -4.6320 -1.9864 1.5196
C -5.2710 -0.9564 0.8509
C -4.5350 -0.1378 0.0051
C -3.1856 -0.3698 -0.1799
C -0.2453 -2.4884 -1.3267
C -0.9803 -2.5712 -2.6423
C -0.6992 -3.8485 -3.3772
C 0.4736 -4.4936 -3.2054
C 1.3896 -4.0565 -2.2128
C 0.9822 -3.1198 -1.2656
H 2.6553 -2.3623 5.5670
H 1.9961 -1.2817 7.6483
H 0.3360 0.5731 7.6024
H -0.4804 1.4029 5.4653
H -1.8306 -1.0966 3.5445
H -4.1501 -1.0458 4.3628
H -5.3419 1.1066 4.5903
H -4.1876 3.2219 4.0211
H -1.8650 3.1871 3.2358
H 0.3814 3.1178 0.8292
H 0.9091 5.4722 0.9933
H 1.5417 6.4690 3.1705
H 1.6877 5.0184 5.1732
H 1.1488 2.6673 5.0364
H 4.1547 -4.0367 2.3514
H 6.3752 -3.7706 1.3677
H 6.9719 -1.6439 0.2315
H 5.2490 0.0590 -0.1350
H 3.6286 2.9122 -0.5565
H 4.8304 4.6116 0.7081
H 5.2480 4.3176 3.1255
H 4.4247 2.2847 4.2771
H 3.1937 0.5839 3.0333
H 1.6753 2.3588 -1.3656
H 1.8182 2.8127 -3.7654
H 3.2001 1.3902 -5.1960
H 4.4956 -0.4699 -4.2451
H 4.2883 -1.0135 -1.8726
H 0.9565 -4.8568 3.8307
H -0.5663 -6.6216 3.0873
H -1.9240 -6.2838 1.0284
H -1.8687 -4.1383 -0.1158
H -2.8169 -2.9930 1.9189
H -5.1830 -2.6184 2.2030
H -6.3286 -0.7824 0.9963
H -5.0093 0.6900 -0.5066
H -2.6324 0.2770 -0.8384
H -0.4641 -1.8495 -3.2894
H -1.3709 -4.1432 -4.1735
H 0.7177 -5.3496 -3.8198
H 2.3581 -4.5269 -2.1188
H 1.6293 -2.9636 -0.4082
N -2.3679 5.8285 1.5795
C -2.5342 4.8186 1.0472
N -2.7383 3.6864 0.3899
C -2.0447 2.6532 0.5008
N -1.4677 1.6306 0.5674
O -0.2764 0.2592 -1.5695
Si -1.0428 0.5482 -2.9500
C -2.5613 -0.6679 -3.1492
C -2.4510 -2.0765 -2.7118
C -3.4631 -3.0140 -3.2070
C -4.5665 -2.5814 -3.8695
C -4.6885 -1.2072 -4.1457
C -3.7035 -0.2789 -3.8189
C -1.6933 2.2599 -3.2669
C -2.7761 2.7860 -2.5585
C -3.2696 4.0542 -2.8227
C -2.6822 4.8276 -3.8127
C -1.6118 4.3246 -4.5396
C -1.1281 3.0529 -4.2721
C -0.1872 -0.0516 -4.5229
C -0.8494 0.0830 -5.7499
C -0.3390 -0.4939 -6.9019
C 0.8048 -1.2771 -6.8346
C 1.4695 -1.4184 -5.6236
C 1.0370 -0.7218 -4.5039
H -2.8058 -1.9912 -1.6525
H -3.3526 -4.0619 -2.9531
H -5.3378 -3.2692 -4.1850
H -5.5856 -0.8603 -4.6460
H -3.8320 0.7539 -4.1177
H -3.2596 2.2008 -1.7836
H -4.1027 4.4404 -2.2512
H -3.0590 5.8205 -4.0186
H -1.1559 4.9236 -5.3169
H -0.3076 2.6676 -4.8665
H -1.7820 0.6332 -5.8114
H -0.8426 -0.3483 -7.8487
H 1.1665 -1.7889 -7.7165
H 2.3714 -2.0164 -5.5715
H 1.3484 -1.1134 -3.5378
```

Values from the calculation:
Total energy in Eh: -6687.80522
Lowest unoccupied orbital energy (spin up / spin down) in eV: -6.627 / -6.597
Expectation value of S²: 0.7934
Net charge: +2
Largest force on an atom in eV Å⁻¹: 2.7
2S+1: 2